Record 1
Here is an isolated ion of composition C3H7N4 and charge +1 in a non-equilibrium geometry from OMol25. Energies are from the ωB97M-V functional and the def2-TZVPD basis.

Geometry (Å):
C: 1.349272 -1.382195 -0.088564
N: 0.020754 -0.674173 -0.178535
N: -1.158668 -1.233699 -0.078232
C: -2.041585 -0.294340 -0.005481
N: -1.457975 0.912476 -0.117300
C: -0.119473 0.655774 -0.150844
N: 0.857321 1.607622 -0.080528
H: 1.557548 -1.524572 0.894545
H: 1.275706 -2.364506 -0.314555
H: 2.210424 -1.062354 -0.734957
H: -3.131629 -0.282008 0.094952
H: -1.760678 1.859020 0.120264
H: 0.646589 2.491078 0.313729
H: 1.752400 1.291877 0.325501

Forces on atoms 1 to 3 (eV/Å):
C -0.5 2.1 -1.9
N 2.9 2.2 -0.5
N -2.4 -2.2 0.2

SMILES ... Cn1nc[nH]c1=[NH2+]
Frontier orbital gap ... 10.998 eV
Total charge ... +1

***

Record 2
Here is an isolated molecule of C3H7NO4S in a non-equilibrium geometry from OMol25. Energies are from the ωB97M-V functional and the def2-TZVPD basis.

Geometry (Å):
C: 0.025488 0.414545 -2.341065
S: -0.434326 -0.662883 -0.940525
O: -1.785379 -0.537892 -0.547706
O: -0.145564 -2.021820 -1.279308
C: 0.434075 -0.158795 0.718067
N: -0.207563 -1.082005 1.595391
C: 0.382233 1.294959 1.113406
O: 0.744670 2.055252 0.244772
O: 0.122282 1.596276 2.369491
H: 0.337343 -0.310108 -3.101783
H: -0.788349 1.040878 -2.561818
H: 0.828347 0.923289 -1.946881
H: 1.537725 -0.421833 0.748880
H: -1.229444 -0.902362 1.477512
H: 0.015017 -2.103809 1.395967
H: 0.163445 0.876309 3.055598

Forces on atoms 1 to 3 (eV/Å):
C -0.4 -2.9 0.7
S 1.0 0.4 -0.2
O -2.6 1.6 0.4

SMILES ... CS(=O)(=O)[C@H](N)C(=O)O
Frontier orbital gap ... 10.550 eV